Formula: C27H28F5N5O13PbSSeSi
Source: OMol25
Level of theory: wB97M-V/def2-TZVPD

For the LUMO energy, the calculation gives 4.06 eV. Its energy above the lowest of the compared OMol25 structures with the same formula, charge and spin is 0.0 kJ/mol. Its charge is -2. As for the maximum force: 0.47 eV/A. The HOMO-LUMO gap comes out at 7.07 eV.

Element x y z (Å)
Pb: -0.03558 -0.03703 0.26012
C: -3.89434 -0.56499 -7.16113
C: -3.69383 -0.54918 -5.66644
C: -2.47764 -0.16127 -5.11191
C: -2.28907 -0.15107 -3.73819
C: -3.33047 -0.53682 -2.90816
C: -4.55174 -0.92072 -3.43829
C: -4.72881 -0.92468 -4.81381
S: -3.08506 -0.50593 -1.13850
O: -4.22720 -1.17797 -0.57520
O: -2.81777 0.85749 -0.76676
N: -1.69790 -1.28499 -0.93906
C: -1.60329 -2.65463 -1.08215
C: -2.60556 -3.51634 -1.49619
C: -2.38697 -4.90133 -1.60421
C: -1.18116 -5.46588 -1.30689
C: -0.12304 -4.62890 -0.88698
C: 1.14620 -5.12319 -0.52388
C: 2.12842 -4.26671 -0.12024
C: 1.85218 -2.89026 -0.08671
N: 0.68436 -2.39804 -0.42151
C: -0.32073 -3.23307 -0.79448
H: -3.03937 -0.12393 -7.67372
H: -4.78694 -0.00206 -7.44224
H: -4.01910 -1.58623 -7.52985
H: -1.66858 0.14985 -5.76399
H: -1.35826 0.18632 -3.29482
H: -5.34509 -1.21912 -2.76416
H: -5.68385 -1.22439 -5.23415
H: -3.58864 -3.11923 -1.69722
H: -3.21217 -5.53244 -1.91370
H: -1.02236 -6.53625 -1.36881
H: 1.31955 -6.19358 -0.55716
H: 3.10191 -4.62451 0.18729
H: 2.59903 -2.17285 0.22880
C: 4.49942 2.14645 -0.20361
O: 4.11672 1.77005 -1.53167
C: 3.25305 0.73541 -1.60124
O: 2.87946 0.09460 -0.64113
N: 2.92430 0.47446 -2.88928
N: 1.88716 -0.43216 -3.20222
H: 5.41720 2.71887 -0.31029
H: 4.66262 1.26590 0.41306
H: 3.72142 2.75790 0.24836
H: 3.06015 1.20697 -3.56254
H: 2.01464 -1.23574 -2.59395
H: 1.01784 0.01632 -2.89791
O: -2.36342 0.92403 3.53506
N: -1.39845 0.12668 3.02517
O: -0.34656 1.05378 2.88381
O: -1.68819 -0.50326 1.91957
F: -1.17197 6.86547 -1.68246
C: -0.89379 5.54464 -1.77176
C: 0.09159 4.97094 -0.99161
F: 0.78207 5.74042 -0.12745
C: 0.36588 3.62407 -1.09047
F: 1.33502 3.11384 -0.29730
C: -0.30507 2.74099 -1.97059
O: -0.03069 1.49323 -2.04005
C: -1.30486 3.38189 -2.74283
F: -1.99840 2.65541 -3.63989
C: -1.58582 4.72938 -2.64982
F: -2.54432 5.27160 -3.42817
O: -1.00434 -0.80955 4.05492
Se: 0.10787 -2.13100 3.41874
O: -0.80218 -3.30403 2.81222
O: 1.05211 -1.37715 2.32923
O: 0.86661 -2.49578 4.78966
C: -2.22068 3.28066 4.68402
Si: -1.31642 2.49690 3.21160
C: -2.20315 4.15079 1.22954
C: 0.27125 3.56490 3.27906
O: -2.00522 2.86446 1.75108
H: -2.13062 4.37153 4.66820
H: -1.77962 2.92299 5.61977
H: -3.27826 3.00514 4.68793
H: -2.92128 4.72470 1.83021
H: -2.59915 4.04976 0.21772
H: -1.26742 4.72230 1.18129
H: 0.02510 4.60676 3.50908
H: 0.82338 3.54788 2.33241
H: 0.95035 3.20358 4.05816

Force components x, y, z for each atom (eV/Å):
Pb -0.1 0.4 0.3
C 0.0 0.0 0.1
C 0.0 0.0 0.0
C 0.0 0.0 0.0
C 0.0 -0.1 0.0
C 0.0 0.0 0.0
C 0.0 -0.1 0.0
C 0.0 0.0 0.0
S 0.3 -0.1 -0.2
O -0.1 0.0 0.0
O 0.0 0.1 0.0
N -0.1 -0.3 0.1
C -0.1 0.1 -0.1
C 0.0 0.1 0.0
C 0.0 0.0 0.0
C 0.0 -0.1 0.0
C 0.0 0.1 0.0
C 0.0 0.0 0.0
C 0.1 0.0 0.0
C -0.1 0.1 0.0
N -0.1 -0.2 0.0
C 0.1 -0.1 0.0
H 0.0 0.0 0.0
H 0.0 0.0 0.0
H 0.0 0.0 0.0
H 0.0 0.0 0.0
H 0.0 0.0 0.0
H 0.0 0.0 0.0
H 0.0 0.0 0.0
H 0.0 -0.1 0.0
H 0.0 0.0 0.0
H 0.0 0.0 0.0
H 0.0 0.0 0.0
H 0.0 0.0 0.0
H 0.0 0.0 0.0
C -0.1 0.0 0.0
O 0.1 0.0 0.0
C -0.2 0.1 0.1
O 0.1 -0.1 -0.1
N 0.0 -0.1 0.0
N -0.1 0.2 0.1
H 0.0 0.0 0.0
H 0.0 0.0 0.0
H 0.0 0.0 0.0
H 0.1 0.0 0.0
H 0.1 0.0 -0.1
H 0.0 0.0 0.0
O 0.2 -0.1 -0.1
N 0.0 -0.2 -0.2
O 0.0 0.0 0.1
O 0.0 0.2 0.2
F 0.0 0.0 0.0
C 0.0 0.0 0.0
C 0.1 0.0 -0.1
F 0.0 0.0 0.0
C 0.0 0.0 0.0
F 0.0 0.0 0.0
C -0.1 0.0 0.1
O 0.1 -0.1 -0.2
C 0.0 0.0 -0.1
F 0.0 0.1 0.0
C 0.0 0.0 0.0
F 0.0 0.0 0.0
O 0.0 0.1 -0.2
Se 0.1 0.0 0.2
O 0.0 0.0 -0.1
O 0.0 0.0 -0.1
O -0.1 0.1 0.0
C -0.1 0.1 -0.1
Si 0.0 0.0 0.3
C 0.1 -0.1 0.2
C 0.0 0.0 -0.1
O -0.2 0.1 -0.1
H 0.0 0.0 0.0
H 0.0 0.0 0.0
H 0.0 0.0 0.0
H 0.0 0.0 0.0
H 0.0 0.0 0.0
H -0.1 0.0 0.1
H 0.1 0.0 0.0
H 0.0 0.0 0.1
H 0.0 0.0 0.0

Löwdin atomic charge list, values in e, 8 entries:
1 Pb 1.59
2 C -0.07
3 C -0.28
4 C -0.03
5 C -0.05
6 C -0.26
7 C -0.06
8 C -0.06